Model a:
Below is a cluster of 2 separate species, C3H8S2 in total, with properties calculated with ωB97M-V/def2-TZVPD.

Each line ends with the natural charge from an NBO analysis.
Atoms and positions in Å:
C 2.4361 0.4937 -1.2830  -0.4147
C 2.0236 1.7619 -1.1038  -0.1720
C 0.9201 2.3820 -2.0004  -0.6634
H 3.2554 0.0176 -0.7262  0.2027
H 1.9921 -0.0953 -2.1328  0.1885
H 2.4163 2.3577 -0.3034  0.1944
H 0.0161 1.8158 -1.8983  0.2290
H 0.8525 3.4955 -1.7878  0.2157
H 1.3237 2.4404 -3.0741  0.2188
S -1.5512 -2.0675 0.5751  -0.1085
S -0.9384 -0.1397 1.4890  -0.1504
H -0.3872 -2.5666 0.7738  0.1186
H -1.9135 0.0230 2.4447  0.1413

Results
SMILES ... C=CC.SS
Highest occupied orbital energy ... -9.22 eV


Model b:
Below is the molecule C3H8S2, with properties calculated with ωB97M-V/def2-TZVPD.

Each line ends with the natural charge from an NBO analysis.
Atoms and positions in Å:
C 2.1704 -1.3353 0.7661  -0.6381
C 1.9659 -0.3927 -0.4377  -0.4692
S 0.1322 -0.3988 -0.9768  0.0185
S -0.7987 0.9346 0.4656  0.0393
C -2.5787 0.7762 0.5554  -0.7526
H 1.7688 -2.3163 0.4497  0.2114
H 3.2128 -1.6029 0.9086  0.2093
H 1.7673 -1.1285 1.7572  0.2253
H 2.6078 -0.6960 -1.2572  0.2320
H 2.1593 0.6421 -0.1793  0.2182
H -3.0835 1.6950 0.2127  0.2242
H -2.6804 0.7376 1.6928  0.2380
H -2.9091 -0.0736 -0.0609  0.2437

Results
SMILES ... CCSSC
Highest occupied orbital energy ... -7.79 eV


Decreasing stability: model b, model a


Model a:
Below is the molecule C3H8S2, with properties calculated with ωB97M-V/def2-TZVPD.

Each line ends with the natural charge from an NBO analysis.
Atoms and positions in Å:
C -1.9639 0.8605 -0.7860  -0.6357
C -0.4464 0.6918 -0.9146  -0.5037
S 0.3388 1.3031 0.6729  0.0606
S 2.1004 0.3064 0.7575  0.0421
C 1.8497 -1.4902 1.1818  -0.7289
H -2.2425 1.4025 0.1299  0.2181
H -2.4285 -0.1239 -0.7459  0.2169
H -2.4420 1.4570 -1.5684  0.2187
H -0.1974 -0.3428 -0.7747  0.2128
H 0.0281 1.2064 -1.7381  0.2228
H 0.9576 -1.6386 1.7728  0.2244
H 1.7124 -1.9752 0.2336  0.2183
H 2.7337 -1.6569 1.7792  0.2337

Results
SMILES ... CCSSC
Highest occupied orbital energy ... -8.55 eV


Model b:
Below is a cluster of 2 separate species, C3H8S2 in total, with properties calculated with ωB97M-V/def2-TZVPD.

Each line ends with the natural charge from an NBO analysis.
Atoms and positions in Å:
C 4.1669 1.7635 2.1829  -0.3804
C 4.4854 2.9061 2.8132  -0.3828
H 3.5552 1.7568 1.2846  0.1917
H 4.6687 0.8265 2.3753  0.1913
H 3.8731 3.7811 2.7061  0.1884
H 5.1341 2.9876 3.6750  0.1919
C -1.2780 0.5752 -0.0722  -0.7992
S -2.0210 -1.0186 -0.1973  0.1447
S -1.4830 -1.6300 -2.0884  -0.1658
H -1.1048 0.8238 1.0830  0.2411
H -1.9162 1.3056 -0.5777  0.2256
H -0.1927 0.5718 -0.4368  0.2371
H -2.1989 -1.1431 -3.0808  0.1164

Results
SMILES ... C=C.CSS
Highest occupied orbital energy ... -9.13 eV


Decreasing stability: model a, model b


Model a:
Below is the ion C6H12N with charge +1, with properties calculated with ωB97M-V/def2-TZVPD.

Each line ends with the natural charge from an NBO analysis.
Atoms and positions in Å:
C 3.4168 -0.0985 -0.6222  -0.2153
C 2.4851 0.0910 0.3709  -0.3734
C 1.1500 -0.1473 0.6357  0.2485
N 0.1173 0.2291 -0.1539  -0.4248
C -1.2591 -0.0748 0.2745  -0.0459
C -1.7927 -1.1790 -0.6336  -0.6143
C -2.0645 1.2224 0.3675  -0.6297
H 3.3607 -0.5676 -1.6454  0.2389
H 4.5200 0.2274 -0.4391  0.2498
H 2.8585 0.4681 1.3702  0.2692
H 0.6924 -0.6977 1.4880  0.2405
H 0.3728 0.6588 -1.1201  0.4462
H -1.0869 -0.4067 1.3032  0.2005
H -0.9420 -1.9579 -0.7152  0.2265
H -2.7334 -1.6159 -0.0411  0.2529
H -2.1198 -0.7650 -1.5328  0.2267
H -1.8342 1.9580 1.1203  0.2421
H -3.1611 0.9724 0.5684  0.2480
H -1.9800 1.6832 -0.5955  0.2138

Results
SMILES ... C=C/C=[NH+]/C(C)C
Highest occupied orbital energy ... -14.87 eV
Net charge ... +1


Model b:
Below is the ion C6H12N with charge +1, with properties calculated with ωB97M-V/def2-TZVPD.

Each line ends with the natural charge from an NBO analysis.
Atoms and positions in Å:
C 0.8301 -0.2239 3.5537  -0.3041
C 0.1755 0.3853 2.5697  -0.2634
C 0.1945 -0.2692 1.3045  -0.1263
C -0.0659 0.2522 0.0560  -0.3147
C 0.3598 -0.6019 -1.1352  -0.4955
C 0.0652 -0.0753 -2.5679  -0.2310
N -1.3606 0.5324 -2.6384  -0.6858
H 1.4712 -1.0673 3.4808  0.1966
H 1.1084 0.1741 4.5201  0.2148
H -0.4521 1.2932 2.6991  0.2312
H 0.3621 -1.4001 1.4473  0.2137
H 0.0384 1.3996 -0.0717  0.2109
H 0.0926 -1.6770 -1.0614  0.2397
H 1.4608 -0.7160 -0.9260  0.2697
H 0.1858 -0.9620 -3.2879  0.2459
H 0.7813 0.6546 -2.9496  0.2367
H -1.8643 -0.0650 -2.0121  0.4512
H -1.6409 0.3111 -3.6221  0.4544
H -1.3742 1.5246 -2.4320  0.4560

Results
SMILES ... C=C/C=C/CC[NH3+]
Highest occupied orbital energy ... -11.92 eV
Net charge ... +1


Model c:
Below is the ion C6H12N with charge +1, with properties calculated with ωB97M-V/def2-TZVPD.

Each line ends with the natural charge from an NBO analysis.
Atoms and positions in Å:
C 0.9266 1.5790 0.0600  -0.3271
C 0.9647 0.2520 -0.0422  -0.0679
C 1.9942 -0.4457 0.7536  -0.6634
C 0.1967 -0.4277 -1.1441  -0.4568
C -1.2028 -0.7355 -0.7152  -0.0489
C -1.9552 0.3543 -0.1972  -0.2165
N -1.4538 -0.6917 0.7102  -0.5553
H 1.5644 1.9994 0.8269  0.2197
H 0.3151 2.1811 -0.4878  0.1983
H 1.6055 -0.8921 1.6542  0.2157
H 2.7284 0.2185 1.1831  0.2415
H 2.5937 -1.2038 0.3518  0.2455
H 0.6490 -1.3272 -1.6150  0.2558
H 0.1211 0.3429 -2.0217  0.2541
H -1.8003 -1.3003 -1.3591  0.2602
H -1.5785 1.2917 0.2681  0.2427
H -2.8993 0.3846 -0.5461  0.2378
H -0.6275 -0.1759 1.2150  0.4927
H -2.1421 -1.4035 1.1053  0.4717

Results
SMILES ... C=C(C)C[C@@H]1C[NH2+]1
Highest occupied orbital energy ... -13.96 eV
Net charge ... +1


Decreasing stability: model a, model b, model c


Model a:
Below is the ion C6H12N with charge +1, with properties calculated with ωB97M-V/def2-TZVPD.

Each line ends with the natural charge from an NBO analysis.
Atoms and positions in Å:
C 1.6010 -0.9554 -1.6465  0.1468
N 0.4334 -1.4134 -1.4309  -0.3978
C -0.4180 -0.9549 -0.3423  0.0966
C -0.6820 -1.8102 0.6411  -0.3136
C -0.9145 0.4273 -0.4333  -0.4670
C -0.0819 1.5842 0.2202  -0.3729
C 0.0098 1.4362 1.7508  -0.6301
H 2.1895 -1.3434 -2.4704  0.2310
H 2.0085 -0.1098 -1.1104  0.2320
H 0.1090 -2.1116 -2.0936  0.4476
H -0.4412 -2.8564 0.7578  0.2373
H -1.3571 -1.4253 1.3917  0.2332
H -1.9022 0.4480 0.0342  0.2483
H -1.1161 0.7157 -1.4712  0.2328
H -0.5376 2.5458 0.0023  0.2379
H 0.8977 1.5500 -0.2537  0.1756
H -0.5663 2.1888 2.2783  0.2333
H -0.2919 0.4821 2.1695  0.2054
H 1.0599 1.6025 2.0063  0.2237

Results
SMILES ... C=[NH+]C(=C)CCC
Highest occupied orbital energy ... -14.46 eV
Net charge ... +1


Model b:
Below is the ion C6H12N with charge +1, with properties calculated with ωB97M-V/def2-TZVPD.

Each line ends with the natural charge from an NBO analysis.
Atoms and positions in Å:
C -0.4381 1.1045 -3.3822  -0.2881
C -0.3043 0.0205 -2.5794  -0.2619
C -0.5917 0.0030 -1.2061  -0.1655
C -0.3956 -0.8242 -0.1335  -0.2475
C -0.8808 -0.3896 1.2581  -0.4788
C 0.1766 -0.6961 2.2789  -0.2233
N 1.3747 0.1909 1.8970  -0.6932
H -1.2426 1.7925 -3.6067  0.2279
H 0.1656 1.0932 -4.3018  0.2015
H 0.1888 -0.8313 -3.0357  0.2238
H -0.7918 0.9763 -0.7458  0.1910
H 0.4830 -1.4843 -0.0539  0.1883
H -1.0955 0.7096 1.2164  0.2118
H -1.9043 -0.7121 1.4898  0.2724
H -0.0340 -0.3568 3.2964  0.2368
H 0.2907 -1.7884 2.2466  0.2552
H 1.3836 1.1809 2.1550  0.4477
H 2.1943 -0.2280 2.3397  0.4481
H 1.4215 0.2395 0.8672  0.4540

Results
SMILES ... C=C/C=C/CC[NH3+]
Highest occupied orbital energy ... -11.91 eV
Net charge ... +1


Model c:
Below is a cluster of 2 separate species, C6H12N in total, with properties calculated with ωB97M-V/def2-TZVPD.

Each line ends with the natural charge from an NBO analysis.
Atoms and positions in Å:
C -1.6222 -0.8170 0.8604  -0.3705
C -2.4417 0.0310 -0.1190  -0.4138
C -1.6851 1.3083 -0.4412  -0.4512
C -0.3860 0.8317 -1.0625  -0.0923
C 0.4459 0.1296 -0.3294  0.0320
N 4.5306 -0.8416 0.6587  -0.5867
C 3.3358 -0.4894 0.6547  -0.0078
H -1.4333 -0.3131 1.8185  0.2415
H -0.5625 -0.7317 0.3923  0.1433
H -1.9901 -1.8265 0.9398  0.2688
H -3.5107 0.1330 0.0560  0.2829
H -2.2783 -0.5002 -1.0635  0.2115
H -1.5060 1.9900 0.3932  0.2676
H -2.2583 1.7958 -1.2221  0.2559
H -0.1860 1.0713 -2.1090  0.3110
H 0.8567 -0.7344 -0.8611  0.2750
H 5.1751 -0.2856 0.0927  0.3762
H 2.7510 -0.5065 1.5895  0.1535
H 2.7650 -0.2448 -0.2479  0.1033

Results
Highest occupied orbital energy ... -12.20 eV
Net charge ... +1


Model d:
Below is a cluster of 2 separate species, C6H12N in total, with properties calculated with ωB97M-V/def2-TZVPD.

Each line ends with the natural charge from an NBO analysis.
Atoms and positions in Å:
C 0.8258 2.1083 -0.5996  -0.0685
C 2.0183 1.5677 -0.7646  -0.0858
C 0.9180 0.8627 -1.3106  0.0596
C -2.0155 -0.6656 -0.8158  -0.6147
C 1.0189 -0.5691 1.4711  -0.4280
C -1.2314 -0.6000 0.4916  -0.2213
N 0.2339 -0.7889 0.2109  -0.5617
H 0.2953 2.7900 0.0340  0.2759
H 3.0242 1.5928 -0.3969  0.2764
H 0.6222 0.2543 -2.1271  0.2699
H -1.7954 0.1362 -1.4814  0.2027
H -2.0114 -1.6198 -1.0903  0.2161
H -2.9931 -0.5103 -0.5596  0.2336
H 2.0340 -0.7814 1.1467  0.2152
H 0.7749 0.4241 1.7742  0.1969
H 0.6235 -1.3290 2.3228  0.2257
H -1.5371 -1.5502 0.9410  0.2135
H -1.3168 0.3404 1.0059  0.2015
H 0.5115 -1.6623 -0.2523  0.3931

Results
Highest occupied orbital energy ... -13.68 eV
Net charge ... +1


Decreasing stability: model a, model b, model d, model c


Model a:
Below is the molecule C7H8, with properties calculated with ωB97M-V/def2-TZVPD.

Each line ends with the natural charge from an NBO analysis.
Atoms and positions in Å:
C 1.5657 0.2167 -1.5398  -0.6335
C 0.4455 0.0899 -0.5363  -0.0181
C 0.4087 0.9614 0.5428  -0.2143
C -0.6076 0.8696 1.4945  -0.2124
C -1.3778 -0.2734 1.5425  -0.2308
C -1.1541 -1.2984 0.6100  -0.1913
C -0.4280 -1.0041 -0.5240  -0.2083
H 1.8444 -0.6026 -2.1916  0.2229
H 1.2991 1.0465 -2.1970  0.2179
H 2.4376 0.5686 -0.9867  0.2190
H 1.1852 1.7192 0.5960  0.2050
H -0.9366 1.7523 2.0280  0.2130
H -2.3728 -0.2336 1.9665  0.2154
H -1.7946 -2.1705 0.5937  0.2077
H -0.5147 -1.6416 -1.3986  0.2079

Results
SMILES ... Cc1ccccc1
Highest occupied orbital energy ... -8.85 eV


Model b:
Below is the molecule C7H8, with properties calculated with ωB97M-V/def2-TZVPD.

Each line ends with the natural charge from an NBO analysis.
Atoms and positions in Å:
C 2.1571 -1.3582 0.5230  -0.2158
C 1.0899 -1.6874 0.0671  -0.0274
C -0.2554 -1.3554 -0.4196  -0.4582
C -0.6156 0.0087 0.2571  -0.2896
C -1.6738 0.8217 -0.4947  -0.5892
C 0.5655 0.8675 0.4248  0.0375
C 1.5088 1.6022 0.5586  -0.2779
H 2.9420 -0.7316 0.8941  0.2422
H -1.0223 -2.1023 -0.1845  0.2330
H -0.2363 -1.2443 -1.5113  0.2312
H -0.9880 -0.2310 1.2621  0.2303
H -1.3371 1.0217 -1.5176  0.2114
H -2.6383 0.3080 -0.5260  0.2102
H -1.8075 1.7867 0.0044  0.2239
H 2.3111 2.2940 0.6627  0.2384

Results
SMILES ... C#CC[C@H](C)C#C
Highest occupied orbital energy ... -9.41 eV


Decreasing stability: model a, model b


Model a:
Below is a cluster of 2 separate species, C7H8 in total, with properties calculated with ωB97M-V/def2-TZVPD.

Each line ends with the natural charge from an NBO analysis.
Atoms and positions in Å:
C 1.9611 -1.2124 1.2704  -0.4474
C 1.3763 -0.3197 0.5374  -0.0140
C -2.3796 -0.1334 0.7719  -0.0419
C -3.0410 -0.7419 1.5788  -0.2181
C -1.3422 0.4248 -0.1443  -0.4695
C 0.8219 0.3506 -0.3867  0.0852
C 1.0881 1.0846 -1.6615  -0.6663
H 2.6021 -1.0527 2.0962  0.2195
H 1.9575 -2.2072 0.8139  0.2165
H -3.5620 -1.3824 2.1653  0.2178
H -1.5180 0.1102 -1.1454  0.2039
H -1.3904 1.5806 -0.0247  0.2222
H 1.7623 0.4136 -2.2296  0.2315
H 1.5093 2.0357 -1.5291  0.2321
H 0.1547 1.0496 -2.1125  0.2286

Results
Highest occupied orbital energy ... -8.32 eV


Model b:
Below is the molecule C7H8, with properties calculated with ωB97M-V/def2-TZVPD.

Each line ends with the natural charge from an NBO analysis.
Atoms and positions in Å:
C -0.4994 -0.0737 -2.2743  -0.6201
C -0.0825 0.0588 -0.7334  0.0038
C -0.3420 -1.0750 0.0541  -0.2423
C 0.0972 -1.1545 1.4162  -0.1848
C 0.3733 0.0207 2.0106  -0.2532
C 0.5276 1.1622 1.2670  -0.1910
C 0.4501 1.2084 -0.1522  -0.2307
H 0.2793 -0.5220 -2.8401  0.2190
H -0.7058 0.9617 -2.5511  0.2085
H -1.4316 -0.6580 -2.2713  0.2175
H -0.9399 -1.9564 -0.1296  0.2166
H 0.0728 -2.0858 2.1420  0.2181
H 0.7274 -0.0146 3.0885  0.2148
H 0.8171 2.1170 1.7546  0.2097
H 0.6564 2.0114 -0.7809  0.2142

Results
SMILES ... Cc1ccccc1
Highest occupied orbital energy ... -8.96 eV


Decreasing stability: model b, model a